The following is a quantum chemistry calculation of a molecular structure, C41H36ClN6PTi, from the Open Molecules 2025 dataset.

Geometry as XYZ:
```
86
Properties=species:S:1:pos:R:3:lowdin_charge:R:1
Ti 0.00523 0.01392 0.98221 0.612
C 2.83526 0.09751 2.70744 -0.111
N 2.32617 0.56001 1.43032 -0.119
C 3.06877 0.15052 0.24244 -0.128
C 2.54256 -1.16646 -0.22120 -0.292
N 1.30926 -1.52723 0.00933 0.099
C 1.15791 -2.76695 -0.59083 -0.215
C 0.03513 -3.58485 -0.68464 0.001
C 0.16096 -4.75915 -1.40026 -0.085
C 1.37318 -5.11966 -2.01100 -0.095
C 2.49493 -4.31656 -1.92520 -0.028
C 2.36053 -3.13678 -1.20419 -0.202
N 3.22846 -2.09120 -0.94360 0.187
C 1.74902 -0.54370 3.51800 -0.295
N 0.56681 -0.86451 3.06850 0.105
C -0.08619 -1.47427 4.14178 -0.187
C -1.35626 -2.03460 4.22153 0.012
C -1.73969 -2.57525 5.43408 -0.073
C -0.88807 -2.56740 6.54600 -0.091
C 0.38095 -2.02196 6.47950 -0.026
C 0.75878 -1.48246 5.25772 -0.186
N 1.92676 -0.87645 4.82648 0.164
H 3.29454 0.90420 3.28924 0.131
H 3.61693 -0.65139 2.54267 0.133
H 2.12030 1.55044 1.38403 0.095
H 4.15380 0.11315 0.40312 0.126
H 2.85845 0.89175 -0.53155 0.107
H -0.89306 -3.28356 -0.21645 0.102
H -0.69166 -5.41827 -1.49703 0.101
H 1.42996 -6.04792 -2.56427 0.100
H 3.42469 -4.59378 -2.40485 0.109
H 4.17628 -2.00094 -1.26351 0.164
H -2.01759 -2.03745 3.36731 0.097
H -2.72622 -3.00933 5.52858 0.104
H -1.23069 -2.99930 7.47717 0.100
H 1.04231 -2.01957 7.33611 0.106
H 2.74963 -0.69718 5.37315 0.162
Cl -1.73077 1.68906 2.40003 0.719
C -2.98323 0.47230 2.62308 -0.583
C -3.78054 0.55639 3.74738 -0.125
C -4.72748 -0.43008 3.98476 -0.117
C -4.84620 -1.47307 3.07410 -0.111
C -4.04290 -1.52689 1.94832 -0.075
C -3.06115 -0.55378 1.66858 -0.381
C -2.14326 -0.65661 0.54279 -0.219
H -3.64455 1.37843 4.43774 0.100
H -5.35471 -0.38223 4.86474 0.093
H -5.58241 -2.25131 3.23771 0.097
H -4.16009 -2.34356 1.24485 0.107
H -2.12873 0.27876 -0.03748 0.006
H -2.43760 -1.46258 -0.13318 0.029
N 0.40983 1.65498 -0.21382 -0.344
P 0.24971 1.96267 -1.70730 0.702
C -1.46159 2.11474 -2.33044 -0.281
C -1.85067 1.83645 -3.63844 -0.094
C -3.17419 1.99710 -4.02462 -0.085
C -4.11818 2.43457 -3.10581 -0.089
C -3.73791 2.71057 -1.79967 -0.074
C -2.41528 2.55061 -1.41469 -0.093
C 1.01409 3.53877 -2.22273 -0.288
C 0.91934 4.04378 -3.51742 -0.086
C 1.52648 5.24664 -3.84477 -0.085
C 2.22678 5.95819 -2.87835 -0.095
C 2.31451 5.46637 -1.58422 -0.088
C 1.70871 4.25921 -1.25968 -0.089
C 0.99619 0.73129 -2.84750 -0.282
C 0.37602 -0.51300 -2.96633 -0.089
C 0.97079 -1.53551 -3.68866 -0.081
C 2.20366 -1.32939 -4.29671 -0.095
C 2.83678 -0.10160 -4.17430 -0.092
C 2.23569 0.92459 -3.45259 -0.089
H -1.12419 1.47732 -4.35827 0.101
H -3.46974 1.77184 -5.04175 0.100
H -5.15190 2.55164 -3.40576 0.100
H -4.47347 3.04004 -1.07688 0.104
H -2.10902 2.74287 -0.39252 0.079
H 0.36756 3.49836 -4.27415 0.103
H 1.44935 5.63336 -4.85319 0.101
H 2.69643 6.89959 -3.13425 0.099
H 2.84860 6.02564 -0.82614 0.098
H 1.74525 3.85975 -0.25263 0.084
H -0.57831 -0.68492 -2.47757 0.115
H 0.47932 -2.49798 -3.76494 0.107
H 2.66700 -2.12760 -4.86392 0.101
H 3.79535 0.06649 -4.65058 0.098
H 2.73245 1.88435 -3.37095 0.102
```

- Expectation value of S²: 2.00
- Gap between HOMO and LUMO (alpha / beta): 4.83 / 6.56 eV
- Spin multiplicity: 3
- Highest occupied orbital energy (alpha / beta): -4.68 / -6.42 eV
- Energy relative to the best compared isomer or geometry (same formula, charge and spin): 2.3 kJ/mol



The following is a quantum chemistry calculation of a molecular structure, C41H36IrN5O4P2 in a non-equilibrium geometry, from the Open Molecules 2025 dataset.

Geometry as XYZ:
```
89
Properties=species:S:1:pos:R:3:lowdin_charge:R:1
Ir 1.92568 0.10487 0.55660 1.505
N 0.83328 4.48915 0.67718 0.160
C 1.39017 3.35018 0.27547 -0.128
N 1.64112 2.35053 1.06896 0.032
C 1.36579 2.45210 2.41629 -0.274
N 1.69532 1.49205 3.21887 0.116
N 2.17092 0.39143 2.56541 -0.134
C 2.82276 -0.48958 3.22751 0.001
C 3.06487 -1.73791 2.53201 -0.225
C 3.74418 -2.80776 3.08393 0.025
C 3.89356 -3.96312 2.33020 -0.008
C 3.35679 -4.00744 1.05532 0.001
C 2.68889 -2.89654 0.56487 -0.076
N 2.53472 -1.79591 1.29092 -0.022
C 0.73499 3.66078 2.91844 -0.085
C 0.39602 3.83205 4.26528 0.002
C -0.19683 5.00364 4.67808 -0.042
C -0.46329 6.02018 3.75474 -0.034
C -0.13825 5.86867 2.42374 0.005
C 0.46663 4.68558 2.01128 -0.159
H 0.69804 5.24017 0.01711 0.172
H 1.67849 3.25929 -0.76453 0.136
H 3.10551 -0.32029 4.25923 0.152
H 4.15209 -2.72876 4.08181 0.132
H 4.42637 -4.81203 2.73612 0.128
H 3.45167 -4.88657 0.43420 0.123
H 2.27195 -2.87952 -0.42656 0.085
H 0.61333 3.03387 4.96118 0.121
H -0.44651 5.14420 5.72039 0.118
H -0.92398 6.93996 4.08836 0.122
H -0.34156 6.65741 1.71019 0.125
O -0.07681 0.32672 1.12956 -0.439
P -1.44051 -0.07697 0.60749 0.790
C -1.40114 -1.68691 -0.22632 -0.280
P -0.20935 -1.64365 -1.60393 0.769
O 1.01013 -0.85001 -1.20071 -0.435
C 0.20445 -3.34666 -1.97211 -0.295
C 1.40411 -3.57507 -2.65134 -0.085
C 1.78344 -4.86921 -2.96607 -0.052
C 0.96730 -5.93694 -2.61014 -0.048
C -0.23285 -5.71213 -1.95203 -0.053
C -0.61888 -4.41767 -1.63469 -0.071
C -0.98295 -0.95965 -3.05572 -0.288
C -2.19526 -1.46226 -3.52826 -0.068
C -2.71731 -0.98731 -4.71837 -0.054
C -2.02456 -0.02473 -5.44389 -0.049
C -0.81626 0.47180 -4.97707 -0.056
C -0.29009 0.00589 -3.78128 -0.072
C -2.59912 -0.15650 1.95527 -0.288
C -3.43428 -1.24570 2.18709 -0.070
C -4.33084 -1.21034 3.24568 -0.053
C -4.39169 -0.09345 4.06474 -0.045
C -3.55340 0.99313 3.83987 -0.050
C -2.65677 0.96517 2.78790 -0.061
C -2.07264 1.07395 -0.60222 -0.284
C -3.43049 1.05754 -0.92371 -0.058
C -3.91365 1.90872 -1.90288 -0.046
C -3.04617 2.77709 -2.55559 -0.045
C -1.69711 2.79744 -2.23271 -0.061
C -1.20828 1.94453 -1.25519 -0.086
H -2.40127 -1.94395 -0.58099 0.079
H -1.05685 -2.44135 0.48709 0.092
H 2.03457 -2.73738 -2.92858 0.120
H 2.71065 -5.04609 -3.49463 0.118
H 1.26427 -6.94744 -2.85704 0.118
H -0.87136 -6.54449 -1.68906 0.117
H -1.56276 -4.25623 -1.12783 0.104
H -2.72983 -2.23158 -2.98112 0.110
H -3.65672 -1.37427 -5.08917 0.116
H -2.42685 0.33153 -6.38284 0.117
H -0.27929 1.21773 -5.54772 0.116
H 0.65517 0.38078 -3.40861 0.111
H -3.39326 -2.12207 1.55272 0.102
H -4.98233 -2.05343 3.43037 0.117
H -5.09568 -0.06888 4.88567 0.119
H -3.60660 1.86095 4.48324 0.115
H -1.99765 1.80738 2.60790 0.108
H -4.10877 0.39365 -0.39911 0.117
H -4.96582 1.90276 -2.15288 0.118
H -3.42680 3.44208 -3.31950 0.118
H -1.02666 3.46796 -2.75528 0.115
H -0.15506 1.92489 -1.01186 0.075
C 5.14783 0.60394 -2.06542 0.023
C 3.97456 0.64758 -1.14102 -0.661
O 3.74118 -0.39172 -0.38681 -0.147
O 3.23389 1.62502 -1.03680 -0.054
H 5.49997 -0.41452 -2.20971 0.087
H 5.95387 1.18900 -1.62070 0.100
H 4.88581 1.06060 -3.01627 0.092
```

- Gap between HOMO and LUMO: 7.32 eV
- Spin multiplicity: 1
- Highest occupied orbital energy: -13.22 eV
- Energy relative to the best compared isomer or geometry (same formula, charge and spin): 115.4 kJ/mol
- Net charge: +2